# 1
Computed, not measured: a structure of composition C43H69AlBClNO23 in a non-equilibrium geometry, with ωB97M-V with the def2-TZVPD basis set.

Cartesian coordinates (Å):
Cl: -0.115 -0.881 -0.219
Al: 3.615 -2.421 -3.289
O: -4.964 -1.280 1.155
O: -0.049 -0.143 1.024
O: -0.598 -2.244 0.036
O: 3.756 2.382 -2.158
O: 0.581 1.519 -3.307
O: -0.995 -1.268 -4.502
O: -4.986 -2.715 4.449
O: -2.253 3.870 1.269
O: 3.445 -2.644 4.205
O: 1.858 -4.393 -1.913
O: 0.018 -5.328 -1.244
O: 2.147 0.044 -4.144
O: 9.558 1.881 -1.818
O: 0.636 -2.576 -3.691
O: -3.440 3.022 -3.175
O: -2.324 5.647 2.671
O: 7.756 0.507 -1.414
O: -5.264 -4.901 3.670
O: 4.219 0.229 -2.061
O: -1.106 -0.199 -1.007
O: 1.199 -0.926 -0.850
O: 2.039 -4.473 3.880
O: -5.477 0.801 2.114
N: -1.830 1.849 4.841
C: 1.339 -2.119 3.313
C: -2.799 -2.466 3.921
C: -1.013 0.769 4.542
C: 2.901 2.902 0.072
C: -1.252 5.742 0.426
C: -1.605 3.475 0.073
C: -2.431 -1.101 -4.411
C: -2.911 -2.527 -4.061
C: -0.664 4.590 -0.205
C: 7.117 0.113 -0.179
C: -0.048 2.649 -5.190
C: -4.334 -1.708 0.019
C: -1.735 -3.182 -3.378
C: -2.017 5.078 1.585
C: -0.550 -2.423 -3.882
C: -1.666 0.462 6.577
C: -4.549 -3.937 3.787
C: -0.937 -0.073 5.623
C: 1.807 -5.337 0.305
C: -2.234 1.600 6.126
C: -4.188 3.960 -3.016
C: -5.223 0.093 1.141
C: 3.395 1.539 0.042
C: 2.262 -3.199 3.828
C: 7.304 1.234 0.769
C: 3.172 3.379 -1.351
C: -4.750 4.819 -4.047
C: -4.924 -0.800 -1.018
C: 3.823 1.249 -1.424
C: -4.608 4.276 -1.584
C: -0.702 -5.707 -0.033
C: 1.478 1.107 -4.242
C: 0.520 -6.006 0.879
C: 1.267 -4.994 -1.035
C: 2.357 -1.194 2.764
C: 3.544 -1.266 3.791
C: 1.327 2.005 -5.439
C: -0.213 2.514 -3.660
C: -3.159 -3.698 3.244
C: 8.698 1.454 -1.087
C: -5.047 0.587 -0.264
C: -4.042 -1.722 4.324
C: 8.436 2.062 0.234
B: 4.753 -2.733 -0.521
H: 3.426 -0.604 4.650
H: -0.473 -1.048 5.636
H: 2.712 -5.943 0.256
H: -4.142 5.210 -1.270
H: -1.897 6.326 -0.230
H: 4.926 -2.703 0.544
H: -1.737 -4.256 -3.563
H: 3.735 -2.397 -0.642
H: 2.650 -1.522 1.766
H: -3.825 -1.191 5.250
H: 4.633 -3.758 -0.836
H: -4.445 -2.729 -0.345
H: -4.444 -1.049 3.566
H: -2.099 -1.785 3.438
H: -1.754 0.103 7.591
H: 2.188 2.673 -5.465
H: 0.271 4.269 0.254
H: 0.645 -2.439 2.536
H: -2.185 3.217 -0.813
H: 3.689 4.333 -1.454
H: -1.738 -2.974 -2.308
H: -0.409 4.715 -1.258
H: -5.885 1.180 -0.630
H: -4.638 3.476 -0.844
H: 6.075 -0.163 -0.334
H: -3.001 2.204 6.588
H: 2.011 -0.176 2.583
H: 5.409 -2.219 -1.205
H: -1.286 -6.606 -0.227
H: -2.651 -0.392 -3.613
H: 0.689 -1.747 4.104
H: -1.340 -4.864 0.233
H: 1.925 -4.362 0.779
H: -0.832 2.127 -5.738
H: -5.042 4.256 -4.934
H: 8.125 3.085 0.023
H: 1.820 2.942 0.204
H: 9.312 1.817 0.835
H: -4.300 -0.572 -1.882
H: -4.089 1.092 -0.382
H: 4.199 1.560 0.777
H: 3.319 3.633 0.764
H: 1.324 1.463 -6.385
H: 2.651 0.877 0.485
H: 4.474 -1.038 3.270
H: 0.329 -5.676 1.901
H: 0.045 3.440 -3.145
H: -2.216 2.446 4.124
H: -2.498 -4.490 3.593
H: -2.300 -2.832 4.818
H: -3.287 -1.501 0.239
H: -3.786 -2.572 -3.413
H: -0.047 3.718 -5.401
H: -5.676 4.468 -1.482
H: 7.759 -0.739 0.045
H: -2.877 -0.770 -5.349
H: 7.356 0.679 1.706
H: -4.204 5.731 -4.289
H: -0.988 2.590 0.229
H: 2.209 3.661 -1.776
H: -5.781 4.965 -3.726
H: -0.497 0.718 3.595
H: -3.107 -3.121 -4.953
H: 0.688 -7.083 0.870
H: -0.461 6.439 0.701
H: -1.237 2.194 -3.469
H: 6.311 1.683 0.728
H: -3.162 -3.612 2.158
H: -5.889 -1.175 -1.359

**LUMO energy**: -9.411 eV
**Largest force on an atom**: 7.1 eV/A
**Multiplicity**: 1
**Charge**: +1
**Highest occupied orbital energy**: -0.402 hartree

=====

# 2
Computed, not measured: a structure of composition C43H69N2NaO2SbSi in a non-equilibrium geometry, with ωB97M-V with the def2-TZVPD basis set.

Cartesian coordinates (Å):
Sb: 1.466 0.221 2.094
Si: -2.484 1.513 -2.318
Na: -0.063 0.172 -0.513
O: 1.706 1.273 0.104
O: -0.445 -0.719 1.308
N: 0.053 1.714 2.138
N: -1.512 0.138 -2.131
C: -0.010 7.494 -0.231
C: -3.969 2.733 5.414
C: -4.124 -2.836 2.652
C: -2.256 -3.890 -3.133
C: 1.784 3.620 -0.485
C: -0.676 6.392 0.596
C: -3.409 1.270 3.443
C: 1.656 -1.631 4.688
C: -1.029 -3.476 -2.626
C: -0.802 -2.152 -2.304
C: -0.782 6.889 2.045
C: -3.249 -2.930 -3.305
C: -4.959 3.194 3.162
C: -5.719 1.238 4.500
C: 3.759 -1.757 1.515
C: 1.156 4.861 -0.341
C: -2.609 -0.804 2.403
C: -1.791 -1.144 -2.469
C: 0.319 2.782 1.263
C: 2.486 2.498 -2.622
C: -3.616 1.823 -0.830
C: 3.174 1.444 2.614
C: 3.403 4.741 -2.100
C: -1.350 3.018 -2.414
C: -1.232 1.199 2.405
C: 3.833 1.188 3.966
C: 2.319 -1.479 1.094
C: -2.816 -2.285 2.076
C: 1.301 2.544 0.268
C: -1.664 -3.098 2.687
C: -2.196 1.876 3.129
C: -3.562 1.623 -3.887
C: -2.087 6.146 0.041
C: -0.284 4.024 1.360
C: 0.099 5.077 0.533
C: -4.503 2.088 4.127
C: -3.032 -1.602 -2.987
C: 2.933 3.421 -1.480
C: -3.574 -0.064 3.091
C: 0.928 -0.429 4.092
C: -1.440 -0.144 2.002
C: 4.139 2.797 -0.762
C: -2.852 -2.483 0.557
H: -4.996 -2.344 2.217
H: -2.436 -4.928 -3.385
H: -1.365 6.208 2.665
H: 0.167 -1.849 -1.913
H: 0.013 7.238 -1.292
H: -3.082 1.080 -4.706
H: 3.311 2.341 -3.324
H: -2.687 7.060 0.081
H: -3.030 1.807 0.095
H: -3.039 -3.532 0.310
H: 4.268 4.545 -2.738
H: 3.885 1.811 -0.379
H: 3.847 -1.863 2.599
H: -2.599 5.370 0.614
H: -0.819 3.183 -1.472
H: -3.681 2.663 -4.201
H: 1.077 0.466 4.699
H: -2.031 5.806 -0.994
H: -0.706 -2.762 2.291
H: -5.343 2.758 2.237
H: -4.165 -2.732 3.739
H: 1.652 2.945 -3.164
H: 1.661 -2.317 1.323
H: 1.497 5.682 -0.952
H: -1.984 2.885 3.457
H: 3.140 1.351 4.792
H: 2.256 -1.274 0.025
H: 0.209 6.990 2.491
H: 2.803 2.469 2.547
H: 4.427 -0.953 1.203
H: 4.452 3.428 0.074
H: -4.193 -3.900 2.414
H: -6.458 1.861 5.009
H: -5.439 0.425 5.174
H: -3.617 1.967 6.107
H: -4.760 3.307 5.904
H: -4.218 -3.228 -3.692
H: -4.123 3.844 2.898
H: -3.832 -0.883 -3.117
H: -3.140 3.411 5.209
H: 4.679 1.864 4.111
H: -1.914 -2.190 0.094
H: 2.731 -1.462 4.771
H: -0.236 -4.203 -2.481
H: -4.495 -0.556 3.360
H: -0.572 8.425 -0.124
H: 1.277 -1.842 5.691
H: -0.607 2.884 -3.203
H: -1.785 -4.159 2.452
H: 4.981 2.700 -1.453
H: 3.892 1.318 1.803
H: -1.274 7.865 2.073
H: 3.708 5.459 -1.335
H: -6.194 0.808 3.616
H: 1.013 7.674 0.105
H: 1.502 -2.530 4.087
H: 4.120 -2.683 1.063
H: 4.212 0.167 4.042
H: -1.652 -2.981 3.774
H: -4.559 1.199 -3.750
H: -5.744 3.806 3.616
H: -3.646 -1.881 0.110
H: -4.389 1.054 -0.739
H: -1.074 4.154 2.087
H: 2.164 1.532 -2.235
H: 2.630 5.197 -2.721
H: -0.145 -0.617 4.066
H: -4.109 2.799 -0.895
H: -1.923 3.923 -2.637

**LUMO energy**: 2.080 eV
**Largest force on an atom**: 1.2 eV/A
**Multiplicity**: 1
**Charge**: -1
**Highest occupied orbital energy**: -0.141 hartree

=====

The following HOMO-LUMO gap values (in eV) correspond, in order, to the records above: 1.52 5.90.